C4H16N8O4 as an isolated structure at a distorted geometry, computed with the ωB97M-V functional and the def2-TZVPD basis.

```
32
Properties=species:S:1:pos:R:3:nbo_charge:R:1
C 6.74684 19.39841 1.50151 0.71
O 6.31501 19.19105 2.60748 -0.66
N 6.26537 20.20476 0.61199 -0.85
N 7.66405 18.73649 0.99190 -0.77
H 5.58031 20.87047 0.94005 0.42
H 6.49337 19.99411 -0.34913 0.39
H 8.10469 18.93228 0.10444 0.37
H 8.07645 18.01472 1.56556 0.41
C 10.37579 19.80463 2.15315 0.79
O 10.56296 19.58561 3.32834 -0.66
N 11.32540 19.78806 1.21974 -0.83
N 9.22470 20.20606 1.65980 -0.81
H 11.05896 19.99656 0.26809 0.37
H 12.26776 19.66369 1.56120 0.41
H 9.02403 20.61165 0.75685 0.38
H 8.55669 20.44263 2.37945 0.42
C 13.83495 20.08474 1.11530 0.70
O 13.94174 19.99243 2.30827 -0.67
N 13.30167 21.09849 0.67991 -0.78
N 14.06579 19.13701 0.20379 -0.83
H 12.95728 21.65967 1.44581 0.44
H 13.05529 21.01911 -0.29635 0.37
H 14.51526 18.25949 0.42295 0.43
H 13.74896 19.48848 -0.68850 0.37
C 10.55753 19.24866 5.60064 0.75
O 10.24668 19.28136 6.79286 -0.71
N 9.75274 18.64123 4.72483 -0.87
N 11.62053 19.84020 5.01813 -0.86
H 10.08739 18.65397 3.77196 0.41
H 9.05206 18.04780 5.14552 0.37
H 12.24271 20.45565 5.52232 0.38
H 11.79556 19.70001 4.03333 0.42
```

## Properties
E_HOMO, eV: -7.48
Net charge: 0
M, g mol⁻¹: 240.224
Strongest force on any atom, hartree/bohr: 0.243
Gap between HOMO and LUMO, eV: 6.82
Relative energy (zero: lowest compared OMol25 entry of this formula, charge and spin), kcal per mole: 241.4
E_tot, eV: -24512.4855

A 3-piece molecular cluster, C4H16NO2 overall at a distorted geometry, computed with the ωB97M-V functional and the def2-TZVPD basis.

```
23
Properties=species:S:1:pos:R:3:nbo_charge:R:1
C -2.75802 -0.79140 -0.03228 -0.63
C -1.40901 -1.47109 -0.11251 -0.12
N -0.29279 -0.47220 0.05118 -0.69
C -0.25935 0.22536 1.37346 -0.53
C -1.18464 -2.30471 -1.34960 -0.67
H -2.69250 0.20118 -0.46050 0.22
H -3.45977 -1.42981 -0.56735 0.23
H -3.14284 -0.65435 0.98042 0.22
H -1.20116 -2.15511 0.71782 0.20
H -0.21162 0.24772 -0.67044 0.44
H 0.60243 -1.04614 0.04574 0.22
H -1.16730 0.82301 1.49050 0.20
H 0.55605 0.94059 1.29353 0.23
H -0.26437 -0.51296 2.16692 0.21
H -1.56550 -1.82402 -2.25863 0.21
H -0.12688 -2.49063 -1.53383 0.23
H -1.74588 -3.23847 -1.33587 0.22
H 2.54126 0.73248 -0.35503 0.45
H 2.38220 1.04723 -1.77719 0.46
O 1.82353 0.90242 -0.98524 -1.08
H 2.33934 3.59800 0.88439 0.46
H 3.82042 3.65758 0.92968 0.46
O 3.09290 3.04511 1.07806 -0.94
```

## Properties
E_HOMO (alpha / beta), eV: -2.69 / -11.21
2S+1: 2
Net charge: 0
Expectation value of S²: 0.7505
M, g mol⁻¹: 110.177
Strongest force on any atom, hartree/bohr: 0.028
Gap between HOMO and LUMO (alpha / beta), eV: 3.58 / 11.82
Relative energy (zero: lowest compared OMol25 entry of this formula, charge and spin), kcal per mole: 10.1
E_tot, eV: -9989.1707

A 3-piece molecular cluster, C4H16NO2 overall at a distorted geometry, computed with the ωB97M-V functional and the def2-TZVPD basis.

```
23
Properties=species:S:1:pos:R:3:nbo_charge:R:1
C 1.24364 -0.42846 2.05972 -0.74
C 1.29759 0.50059 0.86125 -0.21
N 0.60007 -0.22325 -0.31336 -0.60
C 1.17033 0.06293 -1.68661 -0.24
C 0.23999 0.90736 -2.64900 -0.64
H 1.66980 0.17238 2.93533 0.23
H 2.00038 -1.19153 1.98259 0.21
H 0.28378 -0.79814 2.30935 0.21
H 0.88211 1.47740 1.00179 0.21
H 2.37956 0.63711 0.55107 0.19
H -0.49141 0.03884 -0.14895 0.48
H 0.72716 -1.24004 -0.08181 0.39
H 1.38086 -0.86519 -2.22285 0.23
H 2.00615 0.76687 -1.41641 0.21
H -0.10391 0.28300 -3.43255 0.22
H -0.63224 1.47645 -2.18423 0.23
H 0.86417 1.78481 -3.06320 0.22
H -3.73711 -1.06474 1.87923 0.41
H -2.26368 -1.38110 2.59878 0.36
O -2.76362 -0.83797 1.93811 -1.28
H -2.38411 -0.37650 0.47882 0.51
H -2.47593 0.30805 -1.02143 0.48
O -1.89355 -0.00890 -0.37564 -1.07
```

## Properties
E_HOMO (alpha / beta), eV: -2.54 / -11.08
2S+1: 2
Net charge: 0
Expectation value of S²: 0.7506
M, g mol⁻¹: 110.177
Strongest force on any atom, hartree/bohr: 0.067
Gap between HOMO and LUMO (alpha / beta), eV: 3.01 / 11.44
Relative energy (zero: lowest compared OMol25 entry of this formula, charge and spin), kcal per mole: 31.8
E_tot, eV: -9988.2284